C5H6N2Se | wB97M-V/def2-TZVPD

Results
Structure (SMILES) = C[Se]c1ncccn1
HOMO-LUMO gap = 0.331 Ha
Highest occupied orbital energy = -8.49 eV
Energy = -73606.5963 eV

XYZ file:
```
14
Properties=species:S:1:pos:R:3:nbo_charge:R:1
C -2.46 0.11 -1.57 -0.796
Se -1.84 1.40 -0.24 0.420
C -0.23 0.55 0.10 0.210
N 0.14 -0.58 -0.31 -0.525
C 1.32 -1.15 0.16 0.046
C 2.01 -0.55 1.16 -0.326
C 1.63 0.78 1.63 0.070
N 0.63 1.46 1.17 -0.423
H -3.18 0.86 -2.08 0.218
H -1.68 -0.32 -2.31 0.257
H -3.15 -0.58 -1.22 0.216
H 1.67 -2.05 -0.35 0.206
H 2.96 -1.14 1.38 0.230
H 2.18 1.19 2.47 0.195
```

***

C3H12NO2Si | wB97M-V/def2-TZVPD

Results
Total charge = +1
HOMO-LUMO gap = 0.450 Ha
Highest occupied orbital energy = -15.54 eV
Energy = -16762.6652 eV

XYZ file:
```
19
Properties=species:S:1:pos:R:3:nbo_charge:R:1
C 1.32 0.54 -1.06 -0.441
C -0.57 1.73 0.04 -0.380
C -0.93 -0.48 -0.99 -0.427
N 0.02 0.37 -0.35 -0.392
O -0.06 -1.20 1.65 -1.270
O 1.46 -2.22 3.73 -1.065
Si 0.21 -2.29 2.69 2.086
H 1.05 0.83 -2.06 0.229
H 2.15 1.12 -0.56 0.254
H 1.81 -0.51 -1.21 0.235
H -0.95 2.13 -0.90 0.217
H -1.33 1.69 0.73 0.226
H 0.25 2.21 0.41 0.213
H -1.66 -0.68 -0.26 0.237
H -1.29 -0.06 -2.00 0.225
H 0.01 -0.08 0.61 0.498
H -0.51 -1.44 -1.31 0.233
H 2.19 -1.65 3.37 0.522
H -0.37 -3.52 3.02 -0.200
```

***

C5H5O2S | wB97M-V/def2-TZVPD

Results
Total charge = -1
HOMO-LUMO gap (alpha / beta) = 0.193 / 0.167 Ha
Highest occupied orbital energy (alpha / beta) = -1.94 / -1.13 eV
Energy = -20193.1958 eV

XYZ file:
```
13
Properties=species:S:1:pos:R:3:nbo_charge:R:1
C 0.73 0.94 -0.61 -0.135
C 0.11 0.63 0.37 -0.089
C -0.97 -2.25 0.72 0.330
C 1.69 1.32 -1.71 -0.669
C -0.74 0.41 1.38 -0.143
O -2.11 -2.13 0.36 -0.612
O -2.09 0.43 1.20 -0.745
S 0.42 -2.97 1.02 -0.197
H 2.36 1.97 -1.11 0.220
H 1.26 1.85 -2.51 0.206
H 2.05 0.34 -2.09 0.214
H -0.34 -0.07 2.18 0.150
H -2.38 -0.46 0.81 0.470
```

***

H23O11 | wB97M-V/def2-TZVPD

Results
Total charge = +1
HOMO-LUMO gap = 0.331 Ha
Highest occupied orbital energy = -12.96 eV
Energy = -22886.4312 eV

XYZ file:
```
34
Properties=species:S:1:pos:R:3:nbo_charge:R:1
O 0.21 0.11 -0.30 -0.817
H -0.45 -0.49 -0.62 0.550
H -0.32 0.85 -0.13 0.547
H 1.02 0.37 -0.87 0.574
O 2.94 0.23 -0.26 -1.044
H 3.67 -0.34 -0.69 0.533
H 3.00 1.23 -0.05 0.528
O -0.56 -2.11 -0.99 -0.958
H -0.15 -2.21 -1.86 0.493
H -0.64 -2.93 -0.64 0.510
O 0.89 1.09 -2.30 -0.936
H 0.03 0.67 -2.59 0.481
H 0.99 1.95 -2.60 0.506
O 1.44 -1.86 1.55 -0.946
H 2.05 -1.49 0.97 0.456
H 1.92 -1.77 2.47 0.493
O -0.64 2.89 -0.11 -0.937
H -1.03 2.89 -0.93 0.463
H -0.35 3.74 -0.04 0.484
O 2.64 -2.51 -1.31 -0.933
H 3.54 -2.60 -1.14 0.475
H 2.20 -2.00 -0.61 0.462
O -2.37 0.13 -0.78 -0.914
H -2.51 -0.76 -1.12 0.516
H -2.16 0.52 -1.72 0.463
O -3.66 1.56 0.74 -0.983
H -3.45 1.06 1.54 0.464
H -3.21 1.07 -0.02 0.471
O -0.64 1.09 2.45 -0.931
H -0.84 1.94 2.34 0.474
H 0.22 1.18 2.84 0.475
O -1.62 -1.48 2.22 -0.978
H -1.55 -0.49 2.56 0.489
H -0.66 -1.56 2.02 0.470
```

***

CH6S3 | wB97M-V/def2-TZVPD

Results
Structure (SMILES) = CS.SS
HOMO-LUMO gap = 0.332 Ha
Highest occupied orbital energy = -8.84 eV
Energy = -33639.7110 eV

XYZ file:
```
10
Properties=species:S:1:pos:R:3:nbo_charge:R:1
C 0.95 -0.63 1.63 -0.738
S -0.03 -1.99 0.98 -0.057
H 1.79 -0.36 0.98 0.215
H 1.41 -0.99 2.54 0.227
H 0.36 0.26 1.79 0.215
H -0.33 -1.48 -0.22 0.124
S -1.34 0.19 -1.99 -0.120
S -0.76 1.89 -0.98 -0.124
H -0.55 0.32 -3.07 0.129
H -1.48 2.80 -1.65 0.129
```

***

C19H32Br3F3InN2O2 | wB97M-V/def2-TZVPD

Results
Total charge = -1
HOMO-LUMO gap = 0.250 Ha
Highest occupied orbital energy = -4.51 eV
Energy = -250749.5309 eV

XYZ file:
```
62
Properties=species:S:1:pos:R:3:lowdin_charge:R:1
C 0.40 -5.02 -0.22 -0.111
C -0.84 -4.40 -0.89 -0.377
C -1.14 -2.97 -0.37 -0.763
Br -2.70 -2.92 0.84 0.515
In -1.45 -1.54 -2.07 0.815
C -3.22 -2.01 -3.37 -0.216
C -2.91 -2.95 -4.42 -0.470
O -2.54 -2.67 -5.52 -0.011
C 0.49 -1.35 -3.22 -0.244
C 1.60 -1.74 -2.24 -0.287
C 3.06 -1.58 -2.70 -0.776
F 3.71 -2.75 -2.74 0.017
Br 4.02 -0.51 -1.33 0.725
C 3.32 -0.90 -4.06 -0.993
F 2.77 -1.53 -5.04 0.115
F 4.63 -0.96 -4.29 0.012
Br 2.90 1.00 -4.13 0.784
C -1.76 0.50 -1.16 -0.278
O -0.51 0.90 -0.54 -0.302
C -0.67 1.33 0.78 -0.169
H 1.23 -5.08 -0.91 0.059
H 0.17 -6.03 0.11 0.059
H 0.69 -4.48 0.67 0.066
H -1.73 -4.99 -0.70 0.067
H -0.73 -4.38 -1.97 0.074
H -0.29 -2.65 0.22 0.005
H -4.02 -2.41 -2.74 0.036
H -3.61 -1.09 -3.80 0.046
H -3.01 -4.03 -4.18 0.105
H 0.51 -2.02 -4.07 0.036
H 0.51 -0.32 -3.55 -0.002
H 1.45 -1.24 -1.30 0.064
H 1.48 -2.79 -2.02 0.097
H -2.57 0.46 -0.42 0.022
H -2.05 1.25 -1.90 0.032
H 0.29 1.26 1.29 0.063
H -1.00 2.37 0.79 0.065
H -1.36 0.70 1.34 0.073
C -3.78 1.42 4.13 -0.104
C -3.72 2.74 4.90 -0.267
C -3.15 3.89 4.06 -0.187
C -1.78 3.58 3.63 -0.227
N -0.72 3.34 3.29 0.172
H -2.79 1.08 3.83 0.070
H -4.22 0.64 4.75 0.072
H -4.39 1.52 3.23 0.080
H -3.11 2.61 5.80 0.109
H -4.72 3.02 5.23 0.103
H -3.13 4.81 4.64 0.112
H -3.76 4.06 3.17 0.120
C 2.71 3.46 0.75 -0.098
C 3.69 3.65 1.91 -0.262
C 4.72 2.52 2.00 -0.191
C 4.06 1.23 2.22 -0.255
N 3.54 0.23 2.39 0.158
H 2.12 2.55 0.87 0.054
H 2.01 4.30 0.70 0.074
H 3.24 3.41 -0.20 0.078
H 3.13 3.71 2.85 0.109
H 4.21 4.60 1.79 0.102
H 5.41 2.70 2.83 0.111
H 5.30 2.47 1.08 0.116
```

***

C3H3N2S | wB97M-V/def2-TZVPD

Results
Total charge = +1
HOMO-LUMO gap (alpha / beta) = 0.242 / 0.239 Ha
Highest occupied orbital energy (alpha / beta) = -13.17 / -13.11 eV
Energy = -16961.7424 eV

XYZ file:
```
9
Properties=species:S:1:pos:R:3:nbo_charge:R:1
C -0.75 -0.02 -0.15 0.183
C 0.79 -1.66 0.13 0.301
C 1.28 1.11 0.12 0.247
N -0.25 -1.20 -0.12 -0.331
N 0.14 0.93 -0.29 -0.362
S -2.41 0.23 0.03 0.310
H 1.33 -2.64 0.02 0.280
H 2.03 1.84 -0.04 0.241
H -2.16 1.42 0.29 0.130
```